DFT (the ωB97M-V functional and the def2-TZVPD basis) results for 4 unconnected molecules or ions with the total composition C15H30Cl7N2O2 in a non-equilibrium geometry.

Values from the calculation:
Total charge = -1
Energy above the lowest of the compared OMol25 structures with the same formula, charge and spin = 41.2 kcal per mole
Energy = -4070.8715 a.u.
Max |F| = 5.5 eV Å⁻¹

Cartesian coordinates (Å):
N (2.89, -1.32, -0.93)
C (1.58, -1.87, -0.43)
C (0.79, -0.73, 0.43)
C (0.59, 0.52, -0.56)
C (-0.75, 1.36, -0.32)
N (-1.98, 0.54, -0.14)
C (-2.34, -0.25, -1.35)
C (-3.29, -1.49, -0.90)
C (-2.42, -2.59, -0.10)
Cl (-2.57, -2.37, 1.75)
C (-3.09, 1.40, 0.33)
C (-3.49, 2.58, -0.70)
O (-3.00, 3.76, -0.63)
O (-4.44, 2.36, -1.71)
H (3.29, -0.72, -0.19)
H (2.73, -0.73, -1.77)
H (0.96, -2.08, -1.39)
H (1.74, -2.84, 0.16)
H (1.52, -0.44, 1.26)
H (-0.18, -1.19, 0.82)
H (1.52, 1.18, -0.50)
H (0.54, 0.11, -1.63)
H (-0.60, 2.01, 0.62)
H (-0.83, 2.11, -1.20)
H (-1.44, -0.74, -1.87)
H (-2.88, 0.36, -2.16)
H (-3.79, -1.91, -1.84)
H (-4.13, -1.17, -0.20)
H (-1.32, -2.56, -0.42)
H (-2.89, -3.61, -0.34)
H (-2.81, 1.93, 1.32)
H (-4.06, 0.84, 0.55)
Cl (5.01, 1.03, 0.85)
C (5.85, -0.50, 1.18)
C (7.31, -0.29, 1.54)
Cl (8.26, 0.28, 0.14)
H (5.74, -1.15, 0.31)
H (5.33, -0.97, 2.02)
H (7.75, -1.24, 1.86)
H (7.42, 0.43, 2.34)
Cl (2.28, -2.90, 2.37)
C (3.12, -4.43, 2.71)
C (4.58, -4.22, 3.06)
Cl (5.53, -3.65, 1.67)
H (3.01, -5.08, 1.83)
H (2.60, -4.90, 3.55)
H (5.02, -5.16, 3.39)
H (4.69, -3.49, 3.87)
Cl (-8.15, 5.51, -3.07)
C (-6.36, 5.56, -3.07)
C (-5.78, 5.27, -1.70)
Cl (-6.12, 6.58, -0.54)
H (-6.05, 6.53, -3.44)
H (-6.02, 4.80, -3.78)
H (-4.70, 5.18, -1.77)
H (-6.17, 4.34, -1.28)



DFT (the ωB97M-V functional and the def2-TZVPD basis) results for a molecular structure, C15H30ClNO5P2W in a non-equilibrium geometry.

Values from the calculation:
Total charge = 0
Energy = -2229.9589 a.u.
Multiplicity = 3
Max |F| = 3.8 eV Å⁻¹

Cartesian coordinates (Å):
W (1.19, -0.35, -0.55)
P (-0.75, 0.38, -2.63)
P (0.90, -0.70, 2.58)
N (1.49, 1.36, -0.50)
H (-3.59, -1.00, 0.56)
C (-2.45, 1.15, -2.71)
H (-2.90, 1.11, -3.72)
H (-2.39, 2.21, -2.43)
H (-3.15, 0.65, -2.02)
C (-0.99, -1.01, -3.82)
H (-1.58, -0.72, -4.70)
H (-1.49, -1.84, -3.31)
H (0.00, -1.34, -4.15)
C (0.21, 1.60, -3.63)
H (-0.23, 1.77, -4.62)
H (1.23, 1.21, -3.75)
H (0.25, 2.54, -3.07)
C (0.07, -0.22, 4.12)
H (0.75, -0.28, 4.97)
H (-0.79, -0.88, 4.30)
H (-0.28, 0.82, 4.03)
C (1.35, -2.42, 2.77)
H (1.78, -2.60, 3.76)
H (2.10, -2.66, 2.00)
H (0.45, -3.06, 2.64)
C (2.36, 0.32, 2.43)
H (2.93, 0.26, 3.37)
H (2.08, 1.37, 2.26)
H (3.01, -0.04, 1.62)
C (2.13, 2.58, -0.57)
C (2.29, 4.97, -0.32)
C (1.52, 3.81, -0.24)
C (3.49, 2.49, -0.96)
C (4.24, 3.64, -1.04)
C (3.64, 4.86, -0.72)
H (1.83, 5.93, -0.07)
H (0.46, 3.77, 0.08)
H (3.88, 1.46, -1.18)
H (5.29, 3.56, -1.34)
H (4.23, 5.77, -0.79)
C (-2.12, -2.32, -0.45)
O (-1.14, -1.57, -0.64)
C (-3.52, -1.81, -0.29)
H (-4.22, -2.64, -0.18)
H (-3.98, -1.32, -1.19)
H (-3.82, -1.82, 0.91)
C (-2.02, -3.83, -0.44)
H (-2.77, -4.19, 0.27)
H (-1.03, -4.22, -0.15)
H (-2.30, -4.16, -1.45)
O (-2.61, -1.88, 2.93)
Cl (-2.24, -3.26, 3.43)
O (-1.58, -3.14, 4.76)
O (-1.22, -3.83, 2.44)
O (-0.02, -0.47, 1.37)



DFT (the ωB97M-V functional and the def2-TZVPD basis) results for a molecular structure, C15H30N2O2 in a non-equilibrium geometry.

Values from the calculation:
Total charge = 0
Energy above the lowest of the compared OMol25 structures with the same formula, charge and spin = 361.6 kcal per mole
Energy = -849.0312 a.u.
Max |F| = 15.9 eV Å⁻¹

Cartesian coordinates (Å):
C (0.72, 2.35, 2.18)
H (1.88, 2.43, 1.88)
C (0.08, 1.96, 0.83)
C (-0.07, 2.87, -0.29)
C (1.26, 3.06, -1.04)
C (1.82, 1.95, -1.54)
C (2.62, 1.07, -0.47)
O (3.26, 1.66, 0.22)
N (2.78, -0.07, -1.11)
H (2.31, -0.51, -1.78)
C (3.48, -0.87, -0.20)
H (4.41, -1.20, -0.76)
H (3.72, -0.80, 0.66)
C (2.75, -2.28, -0.06)
N (1.38, -2.13, 0.28)
C (0.27, -1.86, -0.27)
O (0.50, -1.88, -1.55)
C (-1.02, -1.75, 0.42)
C (-1.94, -0.94, -0.61)
C (-3.41, -0.88, 0.29)
C (-4.49, -0.27, -0.80)
C (-5.90, -0.05, 0.16)
H (-6.16, -1.02, 0.34)
H (-5.74, 0.49, 1.09)
H (-6.52, 0.50, -0.87)
H (-4.48, -0.82, -1.63)
H (-4.09, 0.55, -0.99)
H (-3.22, -0.19, 1.05)
H (-3.81, -1.96, 0.57)
H (-1.67, -0.10, -0.78)
H (-2.14, -1.54, -1.50)
H (-1.33, -2.72, 0.51)
H (-0.81, -1.07, 1.27)
H (1.26, -2.23, 1.39)
C (3.40, -3.45, 0.79)
H (4.45, -3.43, 0.41)
H (2.88, -4.30, 0.68)
H (3.58, -2.97, 2.05)
H (2.57, -2.73, -1.09)
H (2.45, 2.52, -2.26)
H (1.20, 1.34, -1.91)
H (1.78, 3.66, 0.12)
H (0.99, 4.00, -1.58)
H (-0.84, 2.40, -1.03)
H (-0.66, 3.89, 0.05)
H (-0.95, 1.56, 1.12)
H (0.47, 0.85, 0.53)
H (0.67, 1.50, 2.95)
H (0.31, 3.41, 2.31)



> Which of these has the lowest energy?

C15H30Cl7N2O2